DFT (ωB97M-V/def2-TZVPD) results for 8 unconnected molecules or ions with the total composition C27H49F4N6O31S7 in a non-equilibrium geometry.

```
124
Properties=species:S:1:pos:R:3:mulliken_charge:R:1
C -4.40 3.50 -1.78 -1.365
C -3.48 2.34 -2.14 -0.478
N -2.40 2.23 -1.15 0.717
C -1.46 1.13 -1.43 -1.186
C -1.14 0.27 -0.17 -0.937
N -1.85 -1.01 -0.15 0.252
C -1.33 -2.10 -0.68 -0.070
C -0.03 -2.27 -1.37 0.017
C 0.84 -3.33 -0.63 -0.679
C 1.80 -2.74 0.37 0.329
O 2.60 -3.44 0.96 -0.612
O 1.75 -1.40 0.57 -0.308
N -2.15 -3.15 -0.52 -0.792
C -3.20 -2.66 0.15 0.505
N -4.18 -3.49 0.49 -0.037
N -5.31 -3.14 1.23 -0.487
N -3.09 -1.31 0.39 0.295
C -4.01 -0.39 1.03 0.510
F -5.21 -0.46 0.46 -0.310
F -3.63 0.88 0.92 -0.046
C -4.09 -0.70 2.57 0.067
F -3.12 0.01 3.18 -0.289
F -5.30 -0.34 3.02 -0.256
C -1.72 3.48 -0.91 0.276
C -1.76 3.97 0.52 -1.009
O -1.18 4.13 -1.77 -0.551
H -4.53 3.57 -0.70 0.285
H -5.40 3.31 -2.18 0.415
H -4.07 4.45 -2.19 0.333
H -3.12 2.40 -3.18 0.378
H -4.09 1.44 -2.03 0.440
H -0.54 1.57 -1.82 0.380
H -1.89 0.51 -2.22 0.584
H -0.07 0.13 -0.18 0.167
H -1.35 0.90 0.69 0.677
H 0.56 -1.37 -1.46 0.083
H -0.24 -2.70 -2.35 0.521
H 0.24 -4.11 -0.16 0.587
H 1.46 -3.83 -1.37 0.393
H 2.02 -1.20 1.48 0.312
H -4.06 -4.45 0.21 0.211
H -5.14 -3.37 2.21 0.204
H -6.06 -3.75 0.96 0.272
H -3.90 -1.75 2.78 0.355
H -2.80 4.08 0.83 0.244
H -1.37 3.17 1.16 0.276
H -1.23 4.90 0.64 0.384
C 4.35 -1.40 -2.73 -0.326
C 4.12 0.08 -2.96 -0.130
O 3.38 0.13 -4.20 -0.311
S 2.45 -1.15 -4.33 0.958
O 1.14 -0.82 -3.89 -0.485
O 2.68 -1.77 -5.58 -0.564
O 3.13 -2.03 -3.16 -0.238
H 5.17 -1.78 -3.33 0.328
H 4.54 -1.62 -1.68 0.283
H 5.04 0.63 -3.04 0.230
H 3.50 0.52 -2.18 0.273
C -8.57 -7.27 -0.37 -0.236
C -8.96 -7.34 1.09 -0.337
O -7.72 -7.63 1.77 -0.321
S -6.51 -6.97 0.99 1.080
O -6.18 -5.72 1.62 -0.565
O -5.52 -7.95 0.76 -0.552
O -7.28 -6.64 -0.37 -0.320
H -8.47 -8.27 -0.81 0.312
H -9.28 -6.69 -0.96 0.268
H -9.70 -8.10 1.29 0.435
H -9.33 -6.38 1.45 0.224
C 4.75 -6.35 0.57 -0.233
C 5.58 -5.14 0.94 -0.163
O 6.59 -5.65 1.82 -0.339
S 6.97 -7.15 1.38 1.088
O 8.13 -7.11 0.57 -0.529
O 6.88 -7.98 2.52 -0.523
O 5.70 -7.41 0.43 -0.345
H 4.06 -6.62 1.37 0.313
H 4.20 -6.21 -0.36 0.257
H 4.99 -4.37 1.44 0.210
H 6.07 -4.71 0.06 0.273
C -13.23 -4.51 -0.42 -0.307
C -12.80 -4.36 1.02 -0.287
O -13.08 -5.63 1.61 -0.309
S -12.88 -6.79 0.52 0.970
O -11.58 -7.35 0.68 -0.414
O -14.04 -7.59 0.50 -0.548
O -12.85 -5.84 -0.77 -0.306
H -14.32 -4.42 -0.52 0.291
H -12.75 -3.79 -1.08 0.313
H -13.34 -3.57 1.55 0.325
H -11.73 -4.17 1.10 0.233
C 6.75 4.33 -2.07 -0.205
C 7.16 4.49 -0.62 -0.244
O 6.77 3.24 0.00 -0.263
S 6.92 2.06 -1.06 1.077
O 8.15 1.39 -0.85 -0.588
O 5.68 1.34 -1.10 -0.505
O 7.04 2.96 -2.38 -0.361
H 5.68 4.49 -2.20 0.298
H 7.31 4.99 -2.73 0.311
H 6.67 5.32 -0.13 0.124
H 8.24 4.59 -0.51 0.296
C 8.16 7.67 3.59 -0.344
C 9.49 7.11 4.08 -0.450
O 9.41 5.71 3.81 -0.324
S 8.53 5.47 2.49 1.172
O 9.41 5.32 1.38 -0.582
O 7.52 4.53 2.79 -0.557
O 7.87 6.93 2.40 -0.122
H 7.37 7.48 4.32 0.289
H 8.21 8.73 3.38 0.318
H 9.65 7.29 5.14 0.322
H 10.32 7.53 3.51 0.298
C 4.13 9.78 -0.61 -0.350
C 5.01 10.94 -0.21 -0.376
O 5.96 10.37 0.71 -0.320
S 6.26 8.85 0.29 1.276
O 7.46 8.81 -0.47 -0.609
O 6.08 8.03 1.43 -0.516
O 5.03 8.66 -0.71 -0.306
H 3.39 9.55 0.16 0.278
H 3.63 9.94 -1.56 0.309
H 4.46 11.74 0.27 0.316
H 5.57 11.34 -1.06 0.307
```

Results
E   -6905.5553 hartree
LUMO level   -0.087 Ha
HOMO   -11.6 eV
Multiplicity   1
Total charge   +1

=====

DFT (ωB97M-V/def2-TZVPD) results for 2 unconnected molecules or ions with the total composition C27H49OSi4 in a non-equilibrium geometry.

```
81
Properties=species:S:1:pos:R:3:mulliken_charge:R:1
C 1.91 -6.02 -1.87 -1.059
Si 2.91 -4.45 -2.14 0.306
C 4.73 -4.78 -1.76 -1.057
C 2.79 -3.98 -3.97 -0.866
C 2.24 -3.08 -1.00 -0.629
Si 1.55 -1.46 -1.71 0.091
H 1.03 -0.47 -0.58 -0.287
C 2.94 -0.75 -2.74 -0.423
Si 3.42 1.02 -2.40 0.027
C 4.86 1.49 -3.52 -1.050
C 1.96 2.15 -2.73 -0.660
C 3.92 1.19 -0.60 -0.975
C 0.19 -1.97 -2.91 -0.684
Si -1.48 -1.19 -2.66 0.072
C -1.95 -0.17 -4.17 -1.106
C -2.78 -2.53 -2.37 -1.149
C -1.59 -0.03 -1.18 -0.615
H 0.85 -5.86 -2.09 0.312
H 2.27 -6.83 -2.53 0.307
H 2.00 -6.37 -0.83 0.306
H 5.34 -3.87 -1.91 0.310
H 4.87 -5.11 -0.72 0.306
H 5.14 -5.56 -2.42 0.308
H 3.38 -3.08 -4.21 0.247
H 3.17 -4.81 -4.58 0.447
H 1.75 -3.79 -4.28 0.243
H 1.45 -3.52 -0.36 0.404
H 3.06 -2.78 -0.31 0.339
H 3.83 -1.39 -2.59 0.244
H 2.66 -0.83 -3.81 0.483
H 5.18 2.53 -3.34 0.309
H 5.73 0.84 -3.35 0.307
H 4.58 1.40 -4.58 0.308
H 2.22 3.19 -2.51 0.379
H 1.67 2.12 -3.79 0.261
H 1.08 1.88 -2.13 -0.039
H 4.12 2.24 -0.35 0.353
H 3.13 0.83 0.07 0.269
H 4.83 0.62 -0.39 0.301
H 0.55 -1.76 -3.93 0.443
H 0.09 -3.07 -2.83 0.304
H -2.87 0.40 -3.99 0.330
H -1.16 0.54 -4.44 0.316
H -2.13 -0.82 -5.05 0.333
H -3.75 -2.07 -2.14 0.304
H -2.90 -3.17 -3.25 0.334
H -2.49 -3.17 -1.52 0.336
H -2.63 0.27 -0.99 -0.225
H -1.24 -0.51 -0.25 0.431
H -1.00 0.88 -1.32 0.370
C 0.09 3.69 8.38 -0.776
O 0.70 4.03 7.11 -0.416
C 0.16 3.47 6.00 1.041
C 0.76 3.79 4.75 -0.702
C 0.25 3.25 3.59 -0.631
C -0.96 2.49 3.59 0.419
C -1.58 2.16 2.36 -0.502
C -2.99 2.10 2.18 0.626
C -3.51 1.82 0.88 -0.827
C -4.83 1.47 0.69 -0.801
C -5.74 1.52 1.76 1.073
C -7.16 1.11 1.55 -1.420
C -5.31 2.04 2.99 -0.902
C -3.97 2.34 3.20 -0.615
C -1.50 2.13 4.86 -1.043
C -0.98 2.63 6.04 -0.267
H 0.80 4.07 9.12 0.253
H -0.88 4.19 8.49 0.356
H -0.04 2.60 8.50 0.329
H 1.63 4.45 4.75 0.437
H 0.73 3.43 2.63 0.422
H -0.96 2.07 1.48 0.507
H -2.81 1.87 0.04 0.817
H -5.19 1.14 -0.29 0.443
H -7.69 1.02 2.50 0.375
H -7.69 1.85 0.94 0.333
H -7.22 0.17 1.01 0.371
H -6.04 2.19 3.79 0.392
H -3.68 2.75 4.17 0.716
H -2.35 1.46 4.95 0.749
H -1.45 2.38 6.99 0.323
```

Results
E   -2291.2687 hartree
LUMO level   -0.196 Ha
HOMO   -11.4 eV
Multiplicity   1
Total charge   +1

=====

DFT (ωB97M-V/def2-TZVPD) results for a molecular structure, C27H50As3N5O2V.

```
88
Properties=species:S:1:pos:R:3:mulliken_spin:R:1
V -1.12 1.03 -0.06 1.216
N -2.27 0.56 1.78 -0.007
C -3.36 -0.45 1.86 0.003
C -2.91 -1.82 1.37 0.002
C -2.77 -1.91 -0.14 0.004
N -1.66 -1.06 -0.65 -0.027
H -1.58 0.34 2.50 -0.001
H -2.65 1.46 2.08 0.005
H -4.20 -0.09 1.26 -0.001
H -3.71 -0.52 2.88 0.000
H -3.64 -2.56 1.69 0.000
H -1.97 -2.10 1.85 -0.001
H -3.70 -1.58 -0.61 -0.001
H -2.62 -2.94 -0.45 0.001
H -1.68 -1.06 -1.67 0.003
H -0.78 -1.52 -0.42 -0.011
N -1.35 1.65 -3.72 0.000
N 0.04 1.82 -3.61 -0.002
C 0.70 1.79 -2.42 0.007
O 1.84 2.07 -2.26 -0.006
O -0.10 1.36 -1.39 -0.047
H -1.54 0.98 -4.46 0.000
H -1.78 2.54 -3.99 0.000
H 0.55 2.22 -4.38 0.000
C 0.35 -2.53 -3.48 0.000
As 1.47 -1.71 -2.09 0.001
C 3.19 -2.10 -2.93 0.000
C 1.25 -3.20 -0.82 0.002
C 1.95 -3.12 0.55 -0.003
C 1.72 -4.49 1.21 -0.001
C 1.31 -2.11 1.53 -0.005
As 0.97 -0.17 1.28 0.027
C 2.61 0.72 0.79 0.001
C 0.84 0.16 3.20 0.000
C 3.45 -2.88 0.38 0.000
As 4.66 -3.33 1.91 0.000
C 4.87 -1.55 2.72 0.000
C 6.29 -3.24 0.83 0.000
H -0.68 -2.63 -3.15 0.000
H 0.72 -3.53 -3.74 0.000
H 0.38 -1.92 -4.38 0.000
H 3.33 -3.18 -3.05 0.000
H 4.01 -1.69 -2.35 0.000
H 3.19 -1.63 -3.91 0.000
H 1.58 -4.12 -1.32 0.000
H 0.17 -3.32 -0.67 -0.002
H 0.66 -4.75 1.21 0.000
H 2.07 -4.51 2.25 0.000
H 2.26 -5.27 0.67 0.000
H 1.93 -2.09 2.43 0.000
H 0.33 -2.49 1.85 -0.002
H 2.43 1.79 0.66 -0.001
H 2.95 0.34 -0.18 0.001
H 3.37 0.55 1.55 -0.001
H 1.84 0.06 3.64 -0.001
H 0.20 -0.59 3.65 0.000
H 0.47 1.15 3.43 0.002
H 3.66 -1.85 0.06 0.000
H 3.81 -3.53 -0.42 0.000
H 3.98 -1.24 3.27 0.000
H 5.14 -0.80 1.98 0.000
H 5.68 -1.61 3.45 0.000
H 6.33 -4.10 0.16 0.000
H 7.15 -3.28 1.49 0.000
H 6.33 -2.32 0.25 0.000
N -2.91 1.40 -1.04 -0.014
C -3.65 2.66 -1.16 0.013
C -4.66 2.68 -2.12 0.001
C -5.38 3.83 -2.36 0.000
C -5.06 4.98 -1.64 0.000
C -4.06 4.95 -0.69 -0.001
C -3.33 3.78 -0.39 0.006
C -2.27 3.81 0.65 0.016
C -2.27 4.89 1.56 0.000
C -1.24 5.09 2.46 0.003
C -0.16 4.22 2.48 0.000
C -0.19 3.11 1.65 -0.068
C -1.24 2.87 0.76 -0.124
H -2.54 1.21 -1.98 -0.004
H -3.58 0.66 -0.84 0.010
H -4.87 1.78 -2.68 0.000
H -6.17 3.84 -3.10 0.000
H -5.59 5.90 -1.83 0.000
H -3.81 5.87 -0.19 0.000
H -3.09 5.59 1.56 0.000
H -1.27 5.94 3.13 0.000
H 0.68 4.39 3.13 -0.001
H 0.66 2.44 1.69 0.009
```

Results
E   -9133.8996 hartree
LUMO level (spin up / spin down)   -0.255 / -0.231 Ha
HOMO (spin up / spin down)   -12.8 / -12.8 eV
Multiplicity   2
Total charge   +2

=====

DFT (ωB97M-V/def2-TZVPD) results for 2 unconnected molecules or ions with the total composition C27H50Cl4N4O4PSi in a non-equilibrium geometry.

```
91
Properties=species:S:1:pos:R:3:mulliken_charge:R:1
C 4.95 -4.57 0.74 -1.325
C 5.33 -3.11 0.79 0.939
C 6.68 -2.73 0.31 -1.244
N 4.44 -2.32 1.27 -0.848
N 4.64 -0.88 1.02 1.418
C 3.42 -0.34 0.55 -0.686
N 2.47 0.15 1.40 0.063
C 2.43 1.60 1.69 0.211
C 1.00 2.12 1.86 -0.264
O 0.23 1.05 2.38 -0.606
N 3.19 -0.36 -0.73 0.360
C 1.87 0.03 -1.27 -1.451
C 1.74 1.48 -1.69 0.485
C 0.37 1.71 -2.36 -1.313
C -0.78 1.84 -1.36 -0.102
C -2.14 1.38 -1.89 -0.902
C -3.06 0.85 -0.77 -0.395
C -4.53 1.26 -0.93 -0.936
C -5.47 0.40 -0.05 -0.700
Si -7.18 0.13 -0.79 0.237
C -8.33 1.57 -0.42 -1.121
C -7.06 -0.07 -2.66 -1.181
C -7.98 -1.43 -0.11 0.761
C -9.37 -1.53 -0.05 -0.306
C -9.99 -2.68 0.41 -0.613
C -9.23 -3.76 0.85 -0.412
C -7.84 -3.68 0.81 -0.665
C -7.23 -2.53 0.34 -0.267
C 4.19 -0.83 -1.72 -1.596
C 5.44 0.03 -1.90 1.587
C 5.18 1.31 -2.70 -1.805
C 6.47 -0.81 -2.68 -1.730
P 5.39 -0.23 2.40 0.942
O 6.71 -0.81 2.62 -0.801
O 5.45 1.33 2.11 -0.492
O 4.44 -0.42 3.66 -0.496
H 5.03 -5.05 1.71 0.313
H 3.92 -4.65 0.39 0.377
H 5.58 -5.07 0.01 0.371
H 7.40 -2.90 1.10 0.350
H 6.99 -3.32 -0.55 0.496
H 6.76 -1.67 0.04 0.124
H 2.44 -0.39 2.26 0.441
H 2.99 2.17 0.96 0.489
H 2.94 1.74 2.64 -0.422
H 1.03 2.94 2.58 0.385
H 0.59 2.52 0.93 -0.038
H -0.63 1.39 2.64 0.367
H 1.73 -0.57 -2.17 0.600
H 1.10 -0.27 -0.57 0.483
H 2.52 1.75 -2.40 0.210
H 1.81 2.18 -0.85 -0.052
H 0.16 0.91 -3.08 0.441
H 0.46 2.65 -2.92 0.402
H -0.86 2.86 -0.98 0.373
H -0.56 1.18 -0.51 0.088
H -1.99 0.57 -2.61 0.333
H -2.65 2.19 -2.42 0.418
H -2.96 -0.24 -0.70 0.390
H -2.69 1.26 0.18 0.159
H -4.61 2.29 -0.59 0.208
H -4.79 1.20 -1.98 0.443
H -5.61 0.92 0.90 0.409
H -5.01 -0.56 0.22 0.364
H -7.94 2.52 -0.79 0.383
H -8.50 1.62 0.65 0.346
H -9.27 1.38 -0.93 0.308
H -6.17 -0.62 -2.95 0.338
H -6.96 0.92 -3.10 0.357
H -7.96 -0.54 -3.05 0.372
H -10.00 -0.71 -0.38 0.191
H -11.07 -2.75 0.44 0.375
H -9.71 -4.66 1.22 0.381
H -7.25 -4.51 1.17 0.370
H -6.15 -2.48 0.32 0.190
H 3.68 -0.89 -2.69 0.630
H 4.45 -1.86 -1.46 0.279
H 5.90 0.29 -0.95 0.026
H 6.12 1.71 -3.07 0.522
H 4.54 1.08 -3.55 0.387
H 4.69 2.07 -2.08 0.350
H 6.36 -1.88 -2.47 0.404
H 6.35 -0.69 -3.76 0.442
H 7.49 -0.55 -2.40 0.371
H 6.27 1.65 2.52 0.370
H 3.94 -1.25 3.61 0.362
C 2.84 3.80 5.68 0.309
Cl 3.43 2.24 5.08 -0.040
Cl 1.29 3.57 6.48 -0.089
Cl 4.01 4.47 6.81 -0.087
Cl 2.65 4.90 4.31 -0.115
```

Results
E   -4050.2652 hartree
LUMO level   -0.117 Ha
HOMO   -10.4 eV
Multiplicity   1
Total charge   +1

=====

DFT (ωB97M-V/def2-TZVPD) results for a molecular structure, C27H50OP2Y in a non-equilibrium geometry.

```
81
Properties=species:S:1:pos:R:3:mulliken_charge:R:1
Y -0.14 0.53 -1.13 0.131
C 1.30 -1.91 2.04 0.594
C 0.84 -0.67 2.57 0.508
C -0.86 -2.20 2.78 0.757
C 0.25 -2.86 2.17 0.638
C -0.51 -0.84 2.98 0.490
C 2.64 -2.15 1.48 -1.016
H 3.43 -1.70 2.10 0.385
H 2.73 -1.73 0.46 -0.237
H 2.84 -3.22 1.40 0.336
C 0.31 -4.28 1.78 -1.768
H 1.35 -4.64 1.82 0.517
H -0.05 -4.44 0.75 0.156
H -0.29 -4.90 2.45 0.331
C -2.13 -2.85 3.17 -1.451
H -1.95 -3.88 3.50 0.376
H -2.84 -2.89 2.33 0.088
H -2.60 -2.29 3.98 0.490
C -1.39 0.21 3.55 -1.300
H -0.82 0.84 4.25 0.352
H -2.25 -0.22 4.08 0.364
H -1.78 0.87 2.76 0.024
C 1.65 0.56 2.77 -1.260
H 2.04 0.61 3.80 0.360
H 1.05 1.46 2.61 0.321
H 2.51 0.59 2.09 0.239
C 1.64 -0.23 -2.16 0.110
C 2.48 1.04 -2.22 -0.053
C 2.48 2.17 -1.20 -0.589
C 1.11 2.92 -1.14 -1.135
C 0.14 2.56 0.05 0.194
C -1.38 2.83 -0.21 0.185
C -2.26 1.96 -1.14 -1.272
C -1.66 1.59 -2.50 -1.150
H 3.19 2.92 -1.62 0.383
H 0.58 2.75 -2.10 0.378
H 2.89 1.87 -0.21 0.003
H -1.30 2.47 -3.06 0.363
H 0.80 -0.34 -2.91 0.141
H 2.56 1.47 -3.23 0.529
H -2.32 0.99 -3.12 0.414
H -2.71 1.09 -0.62 0.355
H -1.42 3.86 -0.61 0.556
H -3.14 2.59 -1.30 0.386
H 1.24 4.02 -1.10 0.565
H 0.41 3.27 0.85 0.776
P 4.05 -0.25 -2.21 1.012
C 4.87 -0.48 -3.77 -1.258
C 5.16 0.08 -0.84 -1.183
P -2.44 3.27 1.55 0.488
C 2.63 -1.22 -1.87 -1.358
C -1.76 4.88 2.06 -1.180
C -4.11 3.75 0.94 -1.221
H 4.56 -1.45 -4.18 0.406
H 5.95 -0.50 -3.60 0.428
H 4.63 0.32 -4.47 0.369
H 4.84 0.92 -0.21 0.264
H 6.17 0.31 -1.25 0.427
H 5.22 -0.83 -0.22 0.370
H -4.19 3.70 -0.15 0.362
H -4.35 4.76 1.30 0.414
H -4.81 3.04 1.40 0.286
H 2.47 -2.28 -1.73 0.757
H 0.41 1.63 0.63 -0.246
H -1.67 4.83 3.16 0.336
H -2.44 5.70 1.79 0.409
H -0.76 5.03 1.63 0.321
C -2.62 -3.10 -0.37 -1.436
C -2.09 -2.24 -1.51 1.629
C -1.33 -3.07 -2.54 -1.534
C -3.29 -1.52 -2.12 -1.697
O -1.21 -1.26 -0.95 -0.548
H -3.33 -3.86 -0.73 0.446
H -3.15 -2.47 0.36 0.259
H -1.80 -3.60 0.15 0.095
H -1.98 -3.82 -3.00 0.397
H -0.95 -2.43 -3.35 0.315
H -0.48 -3.58 -2.08 0.262
H -3.77 -0.89 -1.37 0.308
H -3.00 -0.91 -2.98 0.245
H -4.03 -2.25 -2.47 0.492
```

Results
E   -1854.6343 hartree
LUMO level (spin up / spin down)   -0.116 / -0.115 Ha
HOMO (spin up / spin down)   -9.2 / -9.2 eV
Multiplicity   1
Total charge   +1